The following is a quantum chemistry calculation of a structure of composition C3H3LiO, from the OMol25 dataset.

Structure (XYZ):
```
8
Properties=species:S:1:pos:R:3:nbo_charge:R:1
H 1.63 0.88 -0.20 0.272
H -1.47 1.01 -0.17 0.214
O -0.05 -1.70 0.28 -0.689
Li -0.35 -3.56 0.50 0.990
H -0.29 2.36 0.34 0.238
C 0.38 -0.88 -0.49 0.638
C -0.45 1.34 0.00 -0.260
C 0.60 0.54 -0.26 -0.403
```

Calculated values
Spin multiplicity   2
Frontier orbital gap (spin up / spin down)   8.20 / 9.84 eV
Net charge   +1
LUMO energy (spin up / spin down)   -4.643 / -4.843 eV
HOMO (spin up / spin down)   -12.84 / -14.69 eV

---

The following is a quantum chemistry calculation of a cluster of 3 separate species, C21H39BrN2O3P in total, from the OMol25 dataset.

Structure (XYZ):
```
67
Properties=species:S:1:pos:R:3:nbo_charge:R:1
H -4.03 6.68 4.53 0.207
O 1.09 6.99 2.62 -1.022
H -0.27 -6.27 -1.03 0.213
C -1.51 6.16 1.93 -0.997
H 2.22 -0.12 -3.93 0.210
H -1.02 -1.60 -0.98 0.229
H -0.98 5.26 2.26 0.205
C -1.71 -3.33 0.17 0.095
H -1.20 3.20 -0.53 0.238
H 1.72 -3.81 2.51 0.229
H -0.69 4.88 -1.93 0.242
C -1.93 -1.98 -0.53 -0.599
C 3.03 1.68 -1.11 -0.407
C -0.62 2.44 -1.06 -0.630
H 3.12 3.11 0.51 0.213
H -0.30 1.73 -0.30 0.204
C -3.12 -3.76 0.64 -0.624
H -1.94 -4.50 -1.63 0.215
H -2.30 -1.23 0.17 0.224
H 0.18 -0.03 -1.85 0.216
H 1.59 -1.01 -1.59 0.209
H -1.86 -4.46 3.46 0.218
H 0.58 4.87 -3.12 0.224
O 0.24 -2.49 1.01 -0.367
Br 0.40 7.21 -0.47 -0.447
H 3.60 0.96 -3.68 0.223
H -0.83 3.84 -3.35 0.200
H 3.44 -0.48 -2.69 0.201
H 1.89 7.37 2.23 0.481
C 2.87 0.32 -3.17 -0.601
H -1.30 1.93 -1.75 0.203
C -1.17 -4.33 -0.87 -0.417
H -3.31 -4.82 0.50 0.199
C 0.24 -5.44 0.89 -0.418
C 2.06 1.08 -2.13 0.104
N -0.79 -3.20 1.35 0.006
C -0.29 -4.47 1.95 0.102
H 1.09 -5.13 3.48 0.204
P -0.28 7.44 1.75 1.018
C 1.19 0.00 -1.44 -0.631
C 2.36 2.62 -0.11 -0.403
C -1.40 -5.16 2.76 -0.624
C 0.81 -4.20 2.97 -0.603
C 0.54 3.10 -1.83 0.101
C -3.29 6.67 3.79 -0.426
H 1.11 0.13 -0.36 0.219
C -2.43 6.61 2.94 -0.005
H 2.22 4.37 -1.34 0.214
H 0.48 -3.49 3.73 0.220
N 1.18 2.11 -2.75 0.006
C -0.74 -5.66 -0.26 -0.399
C -0.13 4.24 -2.61 -0.611
O 1.88 2.76 -3.63 -0.386
H 1.18 -5.07 0.48 0.214
H -1.61 -6.23 0.08 0.192
H 1.72 2.06 0.58 0.195
H 1.01 4.30 -0.10 0.249
H 0.47 -6.40 1.35 0.212
C 1.54 3.69 -0.83 -0.429
H -0.99 -5.98 3.35 0.210
H -2.19 -5.59 2.15 0.208
H 3.54 0.88 -0.57 0.207
H -2.66 -2.09 -1.33 0.207
H -3.90 -3.24 0.08 0.218
H -0.32 -3.89 -1.39 0.215
H -3.29 -3.51 1.69 0.222
H 3.81 2.24 -1.63 0.207
```

Calculated values
Spin multiplicity   3
Frontier orbital gap (spin up / spin down)   5.23 / 4.77 eV
Net charge   -1
LUMO energy (spin up / spin down)   1.991 / 1.533 eV
HOMO (spin up / spin down)   -3.24 / -3.24 eV

---

The following is a quantum chemistry calculation of a structure of composition C5H7NO, from the OMol25 dataset.

Structure (XYZ):
```
14
Properties=species:S:1:pos:R:3:nbo_charge:R:1
H -0.64 -1.63 -1.14 0.185
N 1.19 -0.66 -0.60 -0.367
C 0.42 0.56 -1.11 -0.244
C 1.09 0.12 0.85 -0.320
H -0.05 -2.00 0.54 0.198
H 2.13 0.38 0.31 0.295
H -2.28 1.35 0.11 0.117
H -0.05 0.35 -2.07 0.196
O -1.88 0.81 1.90 -0.495
C -1.58 0.83 0.74 0.423
C -0.12 -1.26 -0.25 -0.207
C -0.33 0.22 0.17 -0.183
H 0.97 1.52 -1.13 0.202
H 1.15 -0.60 1.69 0.200
```

Calculated values
Frontier orbital gap   9.84 eV
LUMO energy   0.731 eV
HOMO   -9.11 eV

---

Question: What is the formula in the second record?
Answer: C21H39BrN2O3P